# C26H58OP4Ru

A structure of composition C26H58OP4Ru at a distorted geometry (wB97M-V/def2-TZVPD, the Open Molecules 2025 dataset).

Each line ends with the Löwdin charge.
Atoms and positions in Å:
Ru 0.175 0.721 -0.648  0.539
P -1.862 -0.259 -0.983  0.722
P 1.454 0.052 -2.314  0.679
P -0.652 2.739 -0.839  0.703
H 1.905 0.271 1.433  0.048
C 1.101 1.016 1.335  -0.205
C -0.252 0.594 1.553  -0.217
H -0.424 -0.452 1.858  0.010
C -1.998 -2.008 -0.438  -0.218
C -2.402 -0.364 -2.737  -0.218
C -3.348 0.477 -0.168  -0.218
C 3.158 0.271 -1.744  -0.234
C 1.347 -1.703 -2.788  -0.202
C 1.192 1.000 -3.845  -0.204
C -1.456 3.521 0.608  -0.189
C -1.710 3.150 -2.263  -0.199
C 0.826 3.758 -1.044  -0.248
H 1.397 2.066 1.447  0.064
H -1.030 1.298 1.870  0.060
H -2.148 -2.054 0.650  0.046
H -1.077 -2.552 -0.680  0.006
H -2.838 -2.535 -0.918  0.087
H -1.621 -0.840 -3.345  0.041
H -2.615 0.630 -3.148  0.043
H -3.318 -0.972 -2.799  0.080
H -3.186 0.537 0.915  0.052
H -4.229 -0.157 -0.348  0.082
H -3.578 1.484 -0.540  0.040
H 3.858 0.063 -2.566  0.084
H 3.358 -0.405 -0.902  0.052
H 3.271 1.297 -1.370  0.013
H 1.599 -1.822 -3.851  0.083
H 0.324 -2.065 -2.618  0.033
H 2.042 -2.296 -2.176  0.045
H 1.787 0.536 -4.644  0.081
H 1.487 2.050 -3.711  0.046
H 0.124 0.961 -4.106  0.049
H -1.626 4.584 0.389  0.086
H -0.805 3.434 1.486  0.061
H -2.415 3.035 0.826  0.056
H -1.803 4.246 -2.306  0.087
H -2.706 2.698 -2.158  0.048
H -1.248 2.785 -3.191  0.052
H 0.575 4.814 -0.904  0.082
H 1.281 3.613 -2.030  0.046
H 1.559 3.445 -0.291  0.021
C 4.374 4.376 -1.090  -0.186
C 5.766 4.477 -1.292  0.070
C 6.491 5.393 -0.525  0.037
C 5.854 6.201 0.428  0.069
C 4.462 6.147 0.551  0.032
C 3.710 5.291 -0.262  0.054
O 3.581 3.354 -1.575  0.048
H 4.043 2.732 -2.173  0.128
H 6.279 3.840 -2.011  0.146
H 7.570 5.482 -0.644  0.149
H 6.431 6.871 1.078  0.161
H 3.945 6.765 1.290  0.146
H 2.626 5.283 -0.209  0.105
C 1.465 -1.116 4.338  -0.094
C 2.075 -2.242 3.488  -0.507
C 2.484 -3.429 4.354  -0.067
P 0.959 -2.619 2.022  1.263
C 1.990 -3.424 0.683  -0.524
C 3.333 -3.986 1.141  -0.078
C 1.204 -4.451 -0.144  -0.093
C -0.296 -3.871 2.597  -0.519
C 0.223 -5.242 3.041  -0.066
C -1.232 -3.256 3.651  -0.095
H 0.585 -1.467 4.895  0.082
H 1.178 -0.255 3.719  0.046
H 2.207 -0.783 5.078  0.108
H 2.980 -1.844 2.996  0.103
H 1.673 -3.764 5.013  0.090
H 2.859 -4.277 3.774  0.072
H 3.309 -3.103 5.003  0.118
H 2.221 -2.548 0.041  0.067
H 3.240 -4.888 1.758  0.091
H 3.893 -4.265 0.239  0.108
H 3.923 -3.238 1.678  0.081
H 0.234 -4.077 -0.498  0.055
H 1.801 -4.720 -1.026  0.103
H 1.025 -5.371 0.425  0.087
H -0.891 -4.051 1.682  0.096
H 0.491 -5.273 4.105  0.090
H -0.603 -5.956 2.899  0.118
H 1.067 -5.605 2.443  0.069
H -2.118 -3.899 3.755  0.108
H -0.752 -3.202 4.640  0.083
H -1.580 -2.250 3.374  0.069

Properties
- ⟨S²⟩: 6.0291
- Highest occupied orbital energy (spin up / spin down): -0.684 / -0.744 hartree
- Total charge: +4
- Spin multiplicity: 5
- HOMO-LUMO gap (spin up / spin down): 6.449 / 6.342 eV